(1)
Molecular formula: C46H48AsGdN3
Method: DFT, wB97M-V/def2-TZVPD

Results
Largest force on an atom = 5.1 eV Å⁻¹
HOMO-LUMO gap (alpha / beta) = 5.27 / 4.06 eV
LUMO level (alpha / beta) = 2.4 / 2.5 eV

```
! RIJCOSX wB97M-V def2-TZVPD def2/J DEFGRID3
* xyz -1 8
Gd -0.723 -0.087 0.234
N 0.361 -3.850 2.610
N -0.145 -1.991 -1.304
C 0.605 2.006 -0.305
C 1.573 1.004 0.057
C 1.489 0.812 1.474
C 2.361 -0.093 2.276
H 3.282 -0.327 1.726
H 1.867 -1.054 2.462
H 2.609 0.344 3.254
C 0.481 1.678 1.987
C 0.210 1.914 3.434
H 0.845 2.716 3.854
H 0.395 1.006 4.020
H -0.837 2.194 3.605
C -0.078 2.409 0.893
C -1.069 3.518 0.990
H -1.911 3.229 1.633
H -1.468 3.754 -0.003
H -0.635 4.443 1.407
C 2.603 0.401 -0.841
H 3.552 0.961 -0.783
H 2.265 0.413 -1.885
H 2.800 -0.644 -0.564
C 0.434 2.609 -1.658
H -0.623 2.847 -1.843
H 0.738 1.893 -2.432
H 1.031 3.531 -1.777
C -0.309 -4.809 3.264
H 0.109 -5.029 4.240
C -1.402 -5.478 2.733
H -1.859 -6.279 3.330
C -1.896 -5.130 1.494
H -2.783 -5.597 1.058
C -1.336 -4.041 0.802
H -1.654 -3.693 -0.196
C -0.247 -3.326 1.484
C 0.328 -1.960 1.215
H 1.479 -2.360 0.743
C -0.640 -0.985 -1.867
C 0.256 -2.875 -2.206
H 0.637 -3.789 -1.863
C 0.064 -2.405 -3.481
H 0.230 -2.833 -4.467
N -0.539 -1.116 -3.240
C -0.701 -0.061 -4.125
C 0.376 0.229 -4.992
C 0.201 1.354 -5.785
H 0.964 1.567 -6.522
C -0.921 2.161 -5.632
C -1.099 3.332 -6.540
H -1.643 4.133 -6.026
H -1.677 3.037 -7.428
H -0.122 3.705 -6.870
C -1.889 1.897 -4.662
H -2.760 2.531 -4.551
C -1.790 0.788 -3.847
C -2.813 0.525 -2.786
H -2.936 -0.529 -2.513
H -3.776 0.883 -3.182
H -2.640 1.123 -1.868
C 1.634 -0.571 -5.027
H 1.507 -1.604 -5.364
H 2.210 -0.585 -4.091
H 2.281 -0.092 -5.773
C -6.109 2.239 4.623
C -5.244 2.773 3.659
C -4.212 1.986 3.131
C -4.031 0.673 3.605
C -4.930 0.129 4.527
C -5.968 0.912 5.052
As -2.517 -0.420 2.936
C -1.573 -0.659 4.652
C -0.387 -1.410 4.606
C 0.352 -1.628 5.767
C -0.074 -1.079 6.981
C -1.228 -0.294 7.024
C -1.958 -0.046 5.852
C -3.555 -2.100 2.870
C -3.615 -3.041 3.899
C -4.546 -4.086 3.817
C -5.355 -4.224 2.686
C -5.226 -3.323 1.624
C -4.332 -2.255 1.713
H -6.908 2.854 5.037
H -5.375 3.804 3.312
H -3.546 2.381 2.363
H -4.822 -0.910 4.846
H -6.650 0.481 5.789
H -0.049 -1.847 3.668
H 1.253 -2.243 5.711
H 0.504 -1.260 7.888
H -1.567 0.133 7.969
H -2.825 0.616 5.883
H -2.956 -2.960 4.768
H -4.632 -4.797 4.640
H -6.078 -5.040 2.623
H -5.835 -3.441 0.726
H -4.249 -1.528 0.900
*
```

Mulliken population analysis, charges in e, atoms 1 to 6: -0.958 -0.491 0.578 0.698 0.998 -0.322

(2)
Molecular formula: C46H48BF3N7OTl
Method: DFT, wB97M-V/def2-TZVPD

Results
Largest force on an atom = 1.0 eV Å⁻¹
HOMO-LUMO gap = 8.33 eV
Energy above the lowest of the compared OMol25 structures with the same formula, charge and spin = 13.0 kJ/mol
LUMO level = 0.3 eV

```
! RIJCOSX wB97M-V def2-TZVPD def2/J DEFGRID3
* xyz 0 1
Tl -0.240 -0.327 -0.559
C -3.476 -0.818 -2.665
C -4.076 -0.759 -1.417
C -3.941 -1.815 -0.533
C -3.213 -2.932 -0.898
C -2.597 -2.984 -2.137
C -2.732 -1.928 -3.023
H -3.591 0.008 -3.353
H -4.657 0.106 -1.141
H -4.415 -1.776 0.438
H -3.131 -3.766 -0.220
H -2.022 -3.856 -2.413
H -2.273 -1.978 -4.001
C -2.428 -1.218 4.943
C -1.905 -1.680 3.629
C -1.767 -2.987 3.218
C -1.232 -2.914 1.923
N -1.071 -1.630 1.589
N -1.478 -0.884 2.621
B -1.367 0.658 2.683
N 0.109 1.111 2.533
N 0.880 0.945 1.449
C 2.099 1.426 1.730
C 2.098 1.914 3.047
C 0.821 1.700 3.519
C 0.317 2.059 4.872
C 3.248 1.439 0.830
C 3.227 0.841 -0.428
C 4.328 0.891 -1.263
C 5.492 1.522 -0.857
C 5.537 2.108 0.398
C 4.430 2.072 1.225
N -2.277 1.365 1.659
N -2.082 1.357 0.337
C -3.018 2.129 -0.222
C -3.842 2.651 0.787
C -3.338 2.146 1.966
C -3.856 2.419 3.333
C -3.140 2.397 -1.648
C -4.336 2.889 -2.173
C -4.455 3.174 -3.519
C -3.380 2.980 -4.373
C -2.190 2.487 -3.863
C -2.068 2.198 -2.517
C -0.881 -4.049 1.082
C -0.038 -3.912 -0.016
C 0.293 -5.003 -0.798
C -0.213 -6.257 -0.499
C -1.050 -6.410 0.593
C -1.380 -5.319 1.376
H -2.728 -2.087 5.527
H -3.290 -0.566 4.820
H -1.665 -0.673 5.497
H -1.994 -3.867 3.786
H -1.727 0.987 3.756
H 2.905 2.361 3.591
H 1.117 2.540 5.429
H 0.003 1.172 5.418
H -0.529 2.740 4.812
H 2.334 0.326 -0.736
H 4.287 0.440 -2.244
H 6.352 1.554 -1.510
H 6.441 2.595 0.732
H 4.492 2.547 2.188
H -4.674 3.320 0.683
H -4.709 3.089 3.262
H -3.095 2.893 3.948
H -4.172 1.504 3.829
H -5.186 3.034 -1.520
H -5.390 3.551 -3.912
H -3.470 3.211 -5.425
H -1.346 2.335 -4.520
H -1.136 1.832 -2.116
H 0.379 -2.942 -0.227
H 0.953 -4.877 -1.645
H 0.043 -7.111 -1.112
H -1.452 -7.384 0.838
H -2.042 -5.457 2.216
C 2.682 -2.281 -2.187
C 3.326 -2.563 -0.836
O 2.523 -2.058 0.209
C 3.160 -2.137 1.469
C 2.136 -2.046 2.588
H 3.222 -2.823 -2.961
H 2.712 -1.219 -2.410
H 1.644 -2.602 -2.181
H 4.326 -2.103 -0.797
H 3.455 -3.650 -0.701
H 3.896 -1.322 1.562
H 3.704 -3.090 1.548
H 1.546 -1.144 2.466
H 2.648 -2.017 3.548
H 1.468 -2.901 2.562
F 4.125 5.476 -4.060
C 3.989 4.188 -4.394
F 3.687 4.166 -5.703
F 5.209 3.630 -4.283
C 2.965 3.464 -3.563
C 2.571 3.942 -2.321
C 1.612 3.220 -1.624
N 1.090 2.095 -2.077
C 1.482 1.638 -3.255
C 2.411 2.288 -4.053
H 3.002 4.842 -1.916
H 1.252 3.547 -0.658
H 1.037 0.702 -3.566
H 2.693 1.899 -5.019
*
```

Mulliken population analysis, charges in e, atoms 1 to 6: 1.640 -0.247 -0.528 -0.402 -0.366 -0.435

(3)
Molecular formula: C46H48F3GeN5O5S2Tc
Method: DFT, wB97M-V/def2-TZVPD

Results
Largest force on an atom = 2.3 eV Å⁻¹
HOMO-LUMO gap (alpha / beta) = 7.61 / 7.04 eV
LUMO level (alpha / beta) = 0.2 / 0.2 eV

```
! RIJCOSX wB97M-V def2-TZVPD def2/J DEFGRID3
* xyz 0 2
Tc 0.067 -0.037 0.686
O 0.326 -1.252 2.591
S 0.277 -2.695 3.059
C -0.143 -2.465 4.866
C -0.293 -0.990 5.220
C -1.587 -0.374 4.678
C -1.585 1.151 4.720
S -1.448 1.916 3.034
O -1.421 0.746 2.070
C -3.123 2.512 2.856
C -4.160 1.614 2.644
C -5.444 2.094 2.448
C -5.678 3.467 2.436
C -4.630 4.356 2.616
C -3.343 3.880 2.830
C 1.984 -3.173 3.328
C 2.279 -4.458 3.760
C 3.607 -4.831 3.906
C 4.622 -3.936 3.592
C 4.311 -2.661 3.133
C 2.984 -2.270 3.009
H 0.662 -2.926 5.433
H -1.065 -3.020 5.051
H 0.564 -0.452 4.807
H -0.264 -0.878 6.307
H -2.446 -0.762 5.231
H -1.700 -0.684 3.641
H -0.717 1.544 5.253
H -2.485 1.572 5.163
H -3.950 0.549 2.616
H -6.262 1.402 2.294
H -6.680 3.840 2.263
H -4.812 5.423 2.576
H -2.510 4.563 2.963
H 1.480 -5.159 3.980
H 3.849 -5.826 4.261
H 5.657 -4.233 3.703
H 5.097 -1.972 2.850
H 2.724 -1.278 2.656
N -1.930 -4.987 -2.480
N -1.602 -3.647 -2.577
N -2.242 -2.821 -3.365
C -1.656 -1.672 -3.038
N -0.712 -1.822 -2.090
N -0.690 -3.109 -1.815
H -2.104 -5.352 -3.405
H -1.162 -5.459 -2.022
H -1.922 -0.727 -3.483
C -0.414 1.500 -0.434
Ge 0.048 2.358 -2.101
C -0.582 1.490 -3.746
C -1.938 1.554 -4.081
C -2.406 1.019 -5.275
C -1.517 0.410 -6.154
C -0.170 0.320 -5.823
C 0.293 0.858 -4.627
C -0.891 4.104 -2.090
C -0.518 5.170 -2.913
C -1.122 6.416 -2.806
C -2.136 6.623 -1.880
C -2.562 5.564 -1.090
C -1.947 4.323 -1.198
C 1.993 2.523 -2.311
C 2.810 1.658 -1.580
C 4.193 1.718 -1.693
C 4.783 2.653 -2.533
C 3.984 3.514 -3.275
C 2.600 3.443 -3.169
H -0.946 2.237 0.175
H -2.635 2.032 -3.397
H -3.459 1.081 -5.524
H -1.871 0.015 -7.099
H 0.521 -0.162 -6.504
H 1.347 0.788 -4.377
H 0.254 5.033 -3.660
H -0.800 7.230 -3.445
H -2.595 7.599 -1.780
H -3.373 5.707 -0.384
H -2.307 3.509 -0.576
H 2.355 0.933 -0.917
H 4.811 1.037 -1.119
H 5.863 2.710 -2.613
H 4.437 4.242 -3.938
H 1.998 4.110 -3.774
C -3.059 -3.492 0.858
C -3.329 -2.183 0.139
O -2.338 -1.204 0.443
H -3.829 -4.229 0.625
H -3.055 -3.331 1.942
H -2.082 -3.882 0.566
H -4.322 -1.802 0.398
H -3.305 -2.323 -0.940
H -2.335 -1.044 1.395
F 2.782 0.746 1.506
C 1.478 1.174 1.639
F 1.299 1.204 3.037
F 1.522 2.501 1.319
O 1.247 -3.072 0.589
C 1.829 -2.270 -0.140
O 1.514 -1.032 -0.284
C 3.025 -2.727 -0.931
C 3.611 -1.904 -1.887
C 4.697 -2.359 -2.623
C 5.201 -3.634 -2.405
C 4.622 -4.455 -1.443
C 3.534 -4.002 -0.709
H 3.199 -0.918 -2.049
H 5.147 -1.720 -3.376
H 6.047 -3.991 -2.982
H 5.017 -5.450 -1.272
H 3.060 -4.622 0.041
*
```

Mulliken population analysis, charges in e, atoms 1 to 6: -0.051 0.655 0.186 -1.102 -1.025 0.500

(4)
Molecular formula: C46H49Cl3N6O7P2S4SiV
Method: DFT, wB97M-V/def2-TZVPD

Results
Largest force on an atom = 1.2 eV Å⁻¹
HOMO-LUMO gap (alpha / beta) = 5.78 / 5.78 eV
Energy above the lowest of the compared OMol25 structures with the same formula, charge and spin = 6.6 kJ/mol
LUMO level (alpha / beta) = -1.6 / -1.6 eV

```
! RIJCOSX wB97M-V def2-TZVPD def2/J DEFGRID3
* xyz 0 4
V -0.892 -0.003 0.607
C 2.254 -2.358 0.736
C 1.409 -2.660 1.982
P -0.317 -1.975 2.044
C -0.565 -1.874 3.851
C -1.052 -0.719 4.441
C -1.202 -0.622 5.818
C -0.859 -1.696 6.619
C -0.370 -2.866 6.042
C -0.224 -2.955 4.668
C -1.272 -3.499 1.649
C -2.363 -3.913 2.410
C -3.042 -5.082 2.091
C -2.640 -5.853 1.009
C -1.551 -5.447 0.246
C -0.872 -4.280 0.571
C 2.928 -0.983 0.801
P 1.943 0.365 0.028
C 2.485 0.129 -1.736
C 1.611 -0.349 -2.700
C 2.034 -0.583 -4.005
C 3.346 -0.333 -4.366
C 4.234 0.158 -3.413
C 3.807 0.387 -2.116
C 2.936 1.861 0.417
C 4.177 1.764 1.042
C 4.956 2.892 1.260
C 4.508 4.139 0.857
C 3.268 4.255 0.249
C 2.487 3.129 0.044
H 1.673 -2.462 -0.188
H 3.037 -3.117 0.684
H 1.928 -2.280 2.864
H 1.310 -3.737 2.115
H -1.304 0.134 3.828
H -1.579 0.294 6.255
H -0.967 -1.626 7.694
H -0.097 -3.707 6.666
H 0.148 -3.876 4.232
H -2.699 -3.315 3.250
H -3.889 -5.388 2.692
H -3.161 -6.772 0.770
H -1.221 -6.046 -0.596
H -0.028 -3.974 -0.030
H 3.880 -1.004 0.270
H 3.135 -0.717 1.839
H 0.582 -0.540 -2.431
H 1.331 -0.958 -4.740
H 3.679 -0.508 -5.381
H 5.260 0.372 -3.686
H 4.507 0.793 -1.396
H 4.552 0.816 1.400
H 5.898 2.793 1.781
H 5.109 5.018 1.051
H 2.892 5.226 -0.047
H 1.511 3.268 -0.397
S -3.772 -1.573 0.866
C -2.798 -0.332 1.366
Cl -4.495 -0.886 4.101
Si -4.002 0.410 2.598
Cl -3.324 2.115 3.582
Cl -5.765 1.053 1.743
S -1.723 -1.375 -1.623
C -1.107 -2.676 -2.452
N -1.966 -3.403 -3.243
C -1.582 -4.440 -4.014
C -0.278 -4.804 -4.038
C 0.582 -4.058 -3.203
N 0.205 -3.064 -2.443
H -2.940 -3.140 -3.185
H -2.357 -4.930 -4.586
H 0.072 -5.626 -4.642
H 1.639 -4.306 -3.165
C -1.285 -0.112 -5.513
C -2.371 0.590 -4.703
S -2.727 2.178 -5.410
O -1.538 2.990 -5.299
O -3.367 1.980 -6.684
C -3.946 2.839 -4.296
C -3.342 3.733 -3.227
N -2.336 3.025 -2.418
C -2.569 2.068 -1.483
N -1.427 1.569 -1.008
C -0.425 2.239 -1.673
C -0.973 3.125 -2.523
N -0.263 4.115 -3.296
O 0.887 3.856 -3.564
O -0.843 5.156 -3.541
C -3.933 1.626 -1.099
H -1.061 -1.079 -5.059
H -0.371 0.481 -5.524
H -1.607 -0.275 -6.541
H -2.055 0.765 -3.672
H -3.316 0.041 -4.713
H -4.474 1.986 -3.880
H -4.643 3.392 -4.927
H -4.126 4.108 -2.572
H -2.841 4.579 -3.680
H 0.617 2.028 -1.558
H -4.551 2.463 -0.768
H -3.863 0.909 -0.293
H -4.438 1.125 -1.923
N -0.495 1.672 1.981
C 0.671 1.963 2.829
C 1.019 3.276 3.104
C 2.148 3.552 3.862
C 2.939 2.514 4.347
C 2.565 1.202 4.092
C 1.433 0.931 3.339
S 4.444 2.853 5.271
O 4.934 4.091 4.688
O 3.989 2.973 6.643
O 5.265 1.682 4.997
H -0.660 2.507 1.421
H -1.311 1.634 2.594
H 0.413 4.087 2.709
H 2.450 4.573 4.057
H 3.188 0.404 4.478
H 1.159 -0.094 3.130
*
```

Mulliken population analysis, charges in e, atoms 1 to 6: 1.261 -0.307 -1.649 3.004 0.451 0.029